DFT (the ωB97M-V functional and the def2-TZVPD basis) results for C8H12Cl8O2 as an isolated structure at a distorted geometry.

```
30
Properties=species:S:1:pos:R:3:nbo_charge:R:1
Cl 0.741 4.445 1.284 0.072
Cl 2.566 -0.218 -0.232 0.048
Cl 1.502 2.150 2.820 0.041
Cl 0.065 0.452 1.389 0.119
Cl -0.784 2.080 0.881 0.083
Cl -0.302 -0.515 -1.212 0.123
Cl -1.049 3.586 3.258 0.072
Cl 1.017 2.096 -0.800 0.127
O -2.211 0.927 -4.120 -0.543
O -1.527 -1.518 2.690 -0.569
C -0.766 -0.969 -3.440 -0.694
C -0.104 1.539 -2.922 -0.746
C -0.404 -1.883 2.451 0.586
C -1.130 0.581 -3.534 0.592
C 0.499 -2.159 3.577 -0.722
C 0.842 0.420 -0.239 -0.224
C -0.003 -2.120 1.014 -0.727
C 0.145 3.034 2.092 -0.265
H -1.170 -1.445 -4.334 0.235
H 0.090 1.568 -1.850 0.173
H -0.180 -1.261 0.367 0.194
H -0.587 -2.995 0.727 0.227
H 0.996 -3.122 3.457 0.225
H 0.300 -1.182 -3.360 0.220
H -0.007 -2.229 4.540 0.238
H 0.811 1.500 -3.513 0.234
H -1.180 -1.430 -2.544 0.202
H -0.498 2.549 -3.037 0.231
H 1.030 -2.465 0.975 0.212
H 1.299 -1.419 3.611 0.237
```

The LUMO energy comes out at -0.009 Ha. As for the HOMO-LUMO gap: 6.90 eV. Its total energy is -4143.45634 a.u.

DFT (the ωB97M-V functional and the def2-TZVPD basis) results for a 5-piece molecular cluster, C2H15NO4 overall at a distorted geometry.

```
22
Properties=species:S:1:pos:R:3:nbo_charge:R:1
O 0.069 0.367 -2.855 -0.959
O 1.097 1.936 1.273 -1.036
O 1.828 2.112 -1.436 -0.970
O -4.588 0.368 2.186 -0.929
N -0.193 -0.264 0.567 -0.871
C 1.179 -2.081 -0.502 -0.622
C 0.427 -1.587 0.774 -0.208
H -4.638 0.895 1.394 0.464
H 1.308 2.529 -0.733 0.503
H -5.407 -0.132 2.103 0.465
H 0.544 -2.822 -0.977 0.215
H -0.382 -2.236 1.089 0.191
H 1.197 -1.549 1.554 0.174
H 2.157 -2.488 -0.246 0.209
H 2.435 1.596 -0.912 0.477
H 1.297 -1.286 -1.231 0.211
H -0.084 0.216 -0.318 0.394
H 0.886 0.640 -2.414 0.482
H 0.631 1.033 1.121 0.488
H 1.368 1.921 2.196 0.470
H -1.172 -0.306 0.803 0.382
H 0.044 1.138 -3.435 0.467
```

Its structure (SMILES) is CCN.O.O.O.O. The LUMO energy comes out at 0.025 Ha. For the relative energy (zero: lowest compared OMol25 entry of this formula, charge and spin), the calculation gives 19.3 kcal/mol. As for the HOMO-LUMO gap: 10.28 eV. Its total energy is -440.89328 a.u.

DFT (the ωB97M-V functional and the def2-TZVPD basis) results for a 2-piece molecular cluster, C2H4N2O4S3 overall at a distorted geometry.

```
15
Properties=species:S:1:pos:R:3:nbo_charge:R:1
S -2.178 -0.767 1.330 0.127
S 0.416 -0.226 -1.503 0.067
S -1.631 2.074 0.546 0.191
O -3.488 1.429 -1.477 -0.296
O 1.775 2.131 -0.941 -0.556
O 1.976 1.904 1.271 -0.494
O -3.801 -0.628 -0.930 -0.384
N 1.558 1.413 0.230 0.353
N -3.296 0.471 -0.781 0.463
C -2.370 0.642 0.347 -0.302
C 0.927 0.292 0.080 -0.238
H 0.741 -0.298 0.958 0.245
H 0.147 -1.479 -1.124 0.134
H 2.193 2.973 -0.691 0.502
H -3.038 -1.479 0.573 0.188
```

The LUMO energy comes out at -0.074 Ha. For the relative energy (zero: lowest compared OMol25 entry of this formula, charge and spin), the calculation gives 8.5 kcal/mol. As for the HOMO-LUMO gap: 6.49 eV. Its total energy is -1683.38740 a.u.

DFT (the ωB97M-V functional and the def2-TZVPD basis) results for C7H11NO in the gas phase.

```
20
Properties=species:S:1:pos:R:3:nbo_charge:R:1
O 0.938 2.341 0.835 -0.515
N 2.318 -0.165 -0.883 -0.588
C 1.984 0.496 1.954 -0.724
C 1.260 0.390 -0.472 0.189
C 1.349 1.210 0.799 0.553
C -2.449 -0.132 -1.408 -0.637
C -0.059 0.415 -1.134 -0.302
C -1.103 -1.138 0.501 -0.664
C -1.137 -0.236 -0.700 0.071
H -2.427 0.672 -2.146 0.220
H -1.869 -1.906 0.401 0.222
H -0.113 1.011 -2.036 0.223
H -3.259 0.041 -0.673 0.218
H 1.388 -0.368 2.244 0.231
H -1.311 -0.562 1.412 0.228
H 2.223 -0.683 -1.749 0.345
H -0.124 -1.619 0.608 0.222
H 2.958 0.131 1.596 0.256
H -2.685 -1.057 -1.946 0.219
H 2.117 1.161 2.798 0.233
```

Its structure (SMILES) is [H]/N=C(\C=C(C)C)C(C)=O. The LUMO energy comes out at 0.027 Ha. For the relative energy (zero: lowest compared OMol25 entry of this formula, charge and spin), the calculation gives 29.7 kcal/mol. As for the HOMO-LUMO gap: 10.15 eV. Its total energy is -403.28670 a.u.

DFT (the ωB97M-V functional and the def2-TZVPD basis) results for C12H34BN2O4Zn as an isolated structure at a distorted geometry.

```
54
Properties=species:S:1:pos:R:3:nbo_charge:R:1
Zn -23.623 2.221 14.343 1.436
O -27.091 -3.014 14.353 -0.540
O -22.485 5.209 14.035 -0.586
O -23.774 0.544 12.032 -0.581
O -24.406 3.453 16.596 -0.595
N -25.224 4.527 14.240 -0.639
N -25.442 -0.714 13.765 -0.616
C -23.429 6.076 13.329 -0.073
C -25.392 4.489 16.712 -0.070
C -24.648 5.219 13.063 -0.258
C -27.749 -1.795 14.222 -0.093
C -25.644 -0.795 12.317 -0.240
C -23.953 2.979 17.893 -0.257
C -22.556 0.959 11.333 -0.261
C -27.827 -4.132 13.940 -0.251
C -26.741 -0.712 14.515 -0.245
C -25.385 5.342 15.446 -0.256
C -21.356 5.809 14.697 -0.259
C -24.321 -0.618 11.479 -0.069
B -20.802 1.342 15.458 -0.796
H -24.407 4.586 12.209 0.210
H -28.677 -4.270 14.608 0.178
H -23.704 6.869 14.024 0.172
H -27.225 -5.040 13.977 0.201
H -25.168 5.129 17.565 0.201
H -26.343 4.026 16.975 0.182
H -23.694 -1.510 11.451 0.190
H -26.551 -0.581 15.580 0.208
H -24.642 -0.378 10.465 0.182
H -22.878 1.376 10.378 0.183
H -28.661 -1.675 14.806 0.184
H -25.004 -1.594 13.998 0.375
H -26.193 4.404 13.984 0.384
H -21.479 0.687 14.932 0.000
H -20.843 6.600 14.150 0.187
H -24.549 6.038 15.521 0.216
H -28.096 -4.075 12.885 0.170
H -28.189 -1.532 13.260 0.163
H -26.326 0.028 12.105 0.184
H -27.195 0.273 14.407 0.185
H -25.389 5.910 12.661 0.202
H -23.166 2.225 17.859 0.228
H -26.161 -1.699 11.996 0.194
H -20.701 5.029 15.086 0.225
H -21.671 6.357 15.584 0.166
H -21.341 2.192 15.846 -0.012
H -21.996 1.753 11.828 0.192
H -26.303 5.906 15.282 0.209
H -22.966 6.528 12.452 0.211
H -21.949 0.066 11.190 0.203
H -20.003 1.596 14.778 0.017
H -24.864 2.628 18.379 0.182
H -23.507 3.816 18.430 0.188
H -20.464 0.829 16.345 0.087
```

The total charge is +1. The LUMO energy comes out at -0.227 Ha. As for the HOMO-LUMO gap: 6.19 eV. Its total energy is -2691.69148 a.u.

DFT (the ωB97M-V functional and the def2-TZVPD basis) results for C9H20AsBF3O7 as an isolated structure.

```
41
Properties=species:S:1:pos:R:3:nbo_charge:R:1
As 4.810 -0.515 1.371 0.932
F -4.481 3.632 -4.156 -0.307
F -5.508 5.089 -2.922 -0.313
F -6.629 3.839 -4.286 -0.305
O 4.085 1.605 -1.221 -0.927
O -4.649 2.678 -1.670 -0.473
O -2.608 -0.915 1.254 -0.597
O -0.684 -1.940 1.728 -0.495
O 5.826 0.663 0.145 -1.071
O -6.826 2.278 -2.123 -0.552
O 5.683 0.195 -2.237 -0.952
C -5.779 2.817 -2.332 0.695
C 3.698 -1.683 2.607 -0.718
C -1.795 -1.779 1.028 0.660
C -4.534 0.309 -1.052 -0.646
C 1.662 -1.956 1.069 -0.433
C 2.185 -1.520 2.447 -0.409
C -4.660 1.733 -0.570 -0.077
C 0.367 -2.731 1.123 -0.061
C -5.592 3.861 -3.454 0.896
B 5.212 0.802 -1.050 1.254
H 1.663 -2.072 3.240 0.181
H 5.630 0.138 2.549 -0.179
H 5.937 -1.610 1.218 -0.180
H -5.389 0.020 -1.664 0.211
H 1.565 -1.088 0.416 0.225
H 1.949 -0.463 2.606 0.211
H 3.707 0.620 1.457 -0.211
H -3.805 2.009 0.041 0.209
H 3.932 2.082 -0.398 0.484
H -3.631 0.192 -1.652 0.215
H 0.489 -3.653 1.697 0.178
H 3.981 -1.391 3.623 0.200
H -4.467 -0.358 -0.197 0.252
H -5.566 1.886 0.016 0.193
H 3.984 -2.732 2.461 0.185
H -1.962 -2.527 0.236 0.089
H 0.063 -3.016 0.109 0.171
H 4.124 -1.119 0.053 -0.236
H 2.401 -2.623 0.612 0.222
H 5.614 -0.758 -2.121 0.480
```

The total charge is -1. The LUMO energy comes out at 0.088 Ha. For the relative energy (zero: lowest compared OMol25 entry of this formula, charge and spin), the calculation gives 0.0 kcal/mol. As for the HOMO-LUMO gap: 6.43 eV. Its total energy is -3441.91054 a.u.